(one)
ORCA calculation (ωB97M-V with the def2-TZVPD basis set) on a structure of composition C16H22N4O2S.

Last column: Löwdin charge in e.
Element x y z (Å)
S  -0.98  -4.87  -5.50  1.02
O  -0.68  -0.36  -7.31  0.07
O  -0.97  -2.65  -3.14  0.02
N  -1.84  -1.22  -5.55  0.08
N  -1.65  -5.93  -6.56  -0.27
N  -1.16  -1.23  -1.39  0.10
N  0.76  -2.20  1.15  0.19
C  1.66  -3.20  -2.04  -0.18
C  -0.81  -1.21  -6.46  -0.49
C  0.13  -2.41  -6.36  -0.10
C  -1.48  0.83  -4.25  -0.07
C  0.34  -3.20  -1.23  -0.40
C  2.78  -4.02  -1.41  -0.08
C  -1.33  0.67  -2.94  -0.09
C  -1.58  -5.44  -7.78  -0.47
C  -2.42  0.04  -5.13  -0.17
C  -0.55  -3.71  -6.67  -0.51
C  -2.07  -0.32  -2.07  -0.15
C  -0.96  -4.17  -7.89  -0.07
C  0.59  -2.65  0.11  -0.19
C  -0.27  -4.60  -1.11  0.00
C  -2.14  -6.23  -8.93  -0.04
C  -0.66  -2.32  -2.00  -0.43
H  -3.20  -6.41  -8.78  0.08
H  -1.70  -1.87  -4.79  0.08
H  1.41  -3.59  -3.03  0.11
H  -0.85  1.55  -4.75  0.11
H  -0.84  -1.00  -0.46  0.12
H  0.93  -2.23  -7.08  0.13
H  -0.43  -5.00  -2.12  0.08
H  -2.64  0.21  -1.30  0.13
H  -1.64  -7.19  -9.00  0.08
H  3.00  -3.67  -0.40  0.08
H  0.56  -2.44  -5.36  0.10
H  -3.36  -0.17  -4.63  0.11
H  -2.65  0.62  -6.03  0.12
H  -2.00  -5.69  -9.87  0.07
H  3.69  -3.92  -2.00  0.08
H  -2.77  -0.91  -2.65  0.11
H  2.53  -5.08  -1.36  0.07
H  -0.82  -3.63  -8.82  0.12
H  1.98  -2.17  -2.17  0.13
H  -1.22  -4.57  -0.59  0.10
H  -0.59  1.27  -2.42  0.11
H  0.41  -5.27  -0.57  0.09

HOMO-LUMO gap ... 9.6 eV


(two)
ORCA calculation (ωB97M-V with the def2-TZVPD basis set) on a structure of composition C16H22N4O2S.

Last column: Löwdin charge in e.
Element x y z (Å)
S  7.20  1.99  -1.74  1.02
O  7.81  -0.25  2.45  0.06
O  4.33  0.03  -1.10  0.04
N  1.53  3.27  -2.92  0.19
N  7.45  3.57  -1.34  -0.26
N  5.82  -0.35  1.36  0.06
N  3.49  2.06  -0.52  0.11
C  8.20  2.40  0.51  -0.07
C  8.30  4.98  0.45  -0.04
C  2.89  1.05  -2.69  -0.40
C  4.13  2.11  0.79  -0.14
C  5.00  -0.55  2.53  -0.16
C  3.36  1.32  1.83  -0.08
C  7.81  1.35  -0.27  -0.52
C  7.82  -0.11  0.05  -0.09
C  2.12  2.29  -2.83  -0.19
C  3.73  0.26  2.53  -0.07
C  7.97  3.64  -0.14  -0.47
C  3.64  1.01  -1.35  -0.45
C  1.08  -0.28  -3.97  -0.09
C  7.17  -0.30  1.42  -0.50
C  1.91  -0.15  -2.70  -0.18
C  3.92  0.96  -3.82  -0.01
H  7.82  5.10  1.42  0.08
H  4.63  1.79  -3.76  0.08
H  4.72  -1.61  2.62  0.13
H  5.36  -0.38  0.45  0.10
H  8.60  2.28  1.51  0.13
H  1.26  -0.06  -1.83  0.13
H  9.37  5.08  0.60  0.08
H  1.70  -0.47  -4.84  0.07
H  8.85  -0.48  0.12  0.13
H  4.16  3.16  1.09  0.13
H  5.60  -0.31  3.40  0.13
H  2.37  1.71  2.01  0.10
H  3.00  -0.12  3.25  0.10
H  0.38  -1.10  -3.87  0.08
H  2.91  2.83  -0.81  0.12
H  3.44  0.99  -4.79  0.09
H  5.16  1.78  0.69  0.09
H  0.50  0.63  -4.15  0.08
H  2.53  -1.04  -2.55  0.12
H  7.96  5.77  -0.22  0.08
H  7.30  -0.68  -0.72  0.11
H  4.47  0.02  -3.72  0.10

HOMO-LUMO gap ... 9.9 eV


It is (two) that is the most stable of them.


(one)
ORCA calculation (ωB97M-V with the def2-TZVPD basis set) on the ion C3H7N2OS with charge +1.

Last column: Löwdin charge in e.
Element x y z (Å)
S  2.47  0.95  -0.64  1.05
O  2.03  0.37  0.90  -0.30
N  1.48  -1.78  -0.12  0.24
N  -0.34  -0.25  -0.23  0.12
C  1.40  -0.30  -0.02  -0.76
C  -0.86  0.86  0.05  -0.29
C  -2.27  1.16  0.00  -0.06
H  -2.76  0.30  -0.49  0.10
H  -2.30  2.26  -0.31  0.13
H  1.88  -2.26  -1.02  0.23
H  1.83  -2.13  0.72  0.14
H  0.53  -2.19  -0.23  0.16
H  -0.36  1.78  0.39  0.13
H  -2.72  1.23  1.01  0.11

HOMO-LUMO gap ... 9.4 eV
Charge ... +1


(two)
ORCA calculation (ωB97M-V with the def2-TZVPD basis set) on a structure of composition C3H7N2OS.

Last column: Löwdin charge in e.
Element x y z (Å)
S  -0.15  0.39  -0.55  1.12
O  2.09  -0.91  -0.84  -0.03
N  1.24  -0.84  0.16  -0.25
N  -0.30  2.94  0.09  0.05
C  0.14  -1.82  0.24  -0.27
C  -0.92  -0.87  0.51  -0.35
C  -0.96  2.03  -0.46  -0.24
H  1.53  -1.24  -1.59  0.12
H  -0.67  3.89  0.13  0.14
H  -1.12  -0.46  1.56  0.13
H  -1.98  -1.21  0.27  0.13
H  0.71  2.86  0.36  0.16
H  0.44  -2.55  0.93  0.13
H  -0.08  -2.22  -0.80  0.15

HOMO-LUMO gap (spin up / spin down) ... 8.1 / 8.1 eV
Charge ... +1


It is (one) that is the most stable of them.


(one)
ORCA calculation (ωB97M-V with the def2-TZVPD basis set) on an isolated molecule of H3NP2.

Last column: Löwdin charge in e.
Element x y z (Å)
P  0.29  -1.63  -0.72  0.48
P  -0.44  0.35  -0.49  0.09
N  -0.52  1.22  -1.73  -0.36
H  1.67  -1.30  -0.16  -0.15
H  -1.77  0.15  0.26  -0.02
H  0.20  0.83  0.81  -0.05

HOMO-LUMO gap (spin up / spin down) ... 7.0 / 7.5 eV


(two)
ORCA calculation (ωB97M-V with the def2-TZVPD basis set) on an isolated molecule of H3NP2.

Last column: Löwdin charge in e.
Element x y z (Å)
P  -1.65  0.14  0.07  0.66
P  1.24  0.42  0.54  0.60
N  -0.20  0.35  -0.38  -0.85
H  2.11  -0.56  -0.31  -0.07
H  -2.17  0.22  -1.24  -0.16
H  0.67  -0.56  1.31  -0.17

HOMO-LUMO gap ... 8.5 eV


It is (two) that is the most stable of them.


(one)
ORCA calculation (ωB97M-V with the def2-TZVPD basis set) on a cluster of 2 separate species, H4NP in total.

Last column: Löwdin charge in e.
Element x y z (Å)
P  -0.88  -0.64  0.07  0.60
N  0.79  -0.85  -0.06  -0.37
H  -2.49  1.24  -1.29  -0.03
H  1.58  -0.73  0.58  0.04
H  -1.00  -0.43  1.45  -0.20
H  1.08  -1.41  -0.81  -0.03

HOMO-LUMO gap (spin up / spin down) ... 9.5 / 7.3 eV


(two)
ORCA calculation (ωB97M-V with the def2-TZVPD basis set) on an isolated molecule of H4NP.

Last column: Löwdin charge in e.
Element x y z (Å)
P  0.27  -0.13  0.16  0.71
N  -1.59  0.13  0.20  -0.33
H  0.83  1.02  0.75  -0.07
H  0.85  0.12  -1.05  -0.09
H  1.27  -1.00  0.72  -0.07
H  -1.62  -0.14  -0.78  -0.16

HOMO-LUMO gap ... 9.0 eV


It is (two) that is the most stable of them.